Record 1
Density functional theory data (wB97M-V/def2-TZVPD) for a cluster of 2 separate species, C24H32N2O4 in total in a non-equilibrium geometry.

XYZ file:
```
62
Properties=species:S:1:pos:R:3:forces:R:3
C 0.190305 -0.817473 -2.213750 -0.5 0.3 -0.1
C 0.572370 -0.607534 -3.772719 2.2 -0.1 2.1
C 1.614119 0.586073 -3.787648 0.5 3.9 0.9
C 1.566981 1.880813 -3.180270 0.0 -3.4 -0.9
C 0.325974 2.515994 -2.465624 0.4 0.9 -2.7
C -0.849895 2.400787 -3.560887 -0.5 0.5 -0.1
C -2.159160 3.204250 -3.161258 -0.3 -1.6 0.7
C -3.120145 2.185832 -2.361177 -0.4 0.1 -0.6
C -4.391547 1.757662 -3.238944 -0.2 1.4 0.8
O -4.899240 0.470897 -2.874047 0.7 0.4 -1.4
C -4.463119 -0.563104 -3.763726 0.2 -1.2 0.2
C 3.056960 2.364072 -3.328769 0.4 0.0 3.3
O 3.692611 2.618950 -2.309167 -1.1 0.3 -2.4
O 3.624116 2.004449 -4.550794 -2.2 -1.0 3.3
C 2.865786 0.778495 -4.681845 -1.3 -0.5 -5.1
O 2.978264 0.292359 -5.781741 0.1 -0.8 2.0
H 0.276214 -1.884642 -1.889430 -0.1 0.8 -0.5
H -0.868213 -0.483114 -2.010686 1.1 -0.3 -0.1
H 0.871010 -0.219888 -1.542705 -0.7 -0.5 -0.8
H -0.348857 -0.478267 -4.376179 1.0 0.0 0.1
H 1.170788 -1.539735 -4.005265 -1.0 1.1 -0.5
H 0.534761 3.630328 -2.445078 -0.3 -1.3 0.7
H 0.026925 2.081807 -1.489045 0.4 0.3 -0.6
H -0.469087 2.755660 -4.564988 -0.2 -0.3 1.2
H -1.190516 1.344124 -3.720251 0.6 0.9 0.2
H -1.930663 4.092838 -2.517980 -0.2 -0.7 -0.8
H -2.741264 3.488194 -4.074234 0.8 0.1 0.7
H -2.590847 1.206396 -2.140621 -0.4 1.2 0.1
H -3.487197 2.674360 -1.413033 0.4 -0.8 -0.9
H -5.221871 2.496575 -3.016376 0.9 -0.8 -0.3
H -4.173653 1.872798 -4.339813 -0.1 -0.5 1.0
H -3.649101 -1.180216 -3.266254 -0.8 0.6 -0.5
H -5.324712 -1.259893 -3.976263 0.8 0.8 0.3
H -4.061835 -0.200280 -4.747743 -0.5 -0.1 0.9
C -1.141487 -2.498275 8.238725 0.0 0.1 0.1
N -0.503025 -2.160989 6.945488 0.0 -0.1 -0.2
C -0.222594 -0.874243 6.670018 0.2 0.0 -0.4
C 0.410311 -0.526702 5.489447 -0.1 0.2 0.1
C 0.772074 -1.511587 4.571089 -0.3 -0.2 0.6
C 0.444199 -2.831366 4.881260 0.1 -0.1 0.0
C -0.193546 -3.133407 6.071032 0.2 0.2 -0.3
C 1.499467 -1.189012 3.324352 0.3 0.1 -0.6
C 2.740739 -1.766103 3.057063 0.0 -0.1 0.1
C 3.395194 -1.499530 1.868067 -0.3 0.0 0.2
N 2.842984 -0.685472 0.952933 0.0 -0.1 0.2
C 1.658064 -0.088700 1.187062 0.0 -0.2 0.4
C 0.971742 -0.324846 2.365625 -0.1 0.1 -0.1
C 3.521179 -0.444493 -0.340153 0.1 0.2 -0.1
H -2.074099 -1.940687 8.313037 0.1 -0.1 0.1
H -0.451841 -2.214964 9.033353 -0.1 0.0 0.0
H -1.341624 -3.565987 8.283925 0.0 0.1 -0.1
H -0.501020 -0.135003 7.411085 0.0 -0.1 0.0
H 0.637465 0.518028 5.308269 0.0 -0.1 0.1
H 0.680349 -3.639337 4.197870 0.0 0.0 0.1
H -0.452650 -4.150739 6.334848 0.0 0.1 0.1
H 3.213130 -2.428939 3.773508 0.0 0.1 -0.1
H 4.356233 -1.940963 1.636344 -0.1 0.1 -0.1
H 1.271902 0.563172 0.413863 0.1 0.0 0.0
H 0.011310 0.155917 2.513894 0.1 0.0 0.0
H 3.666499 0.631239 -0.446958 0.0 -0.1 -0.2
H 2.883034 -0.828036 -1.135605 0.1 0.1 0.0
H 4.479742 -0.958540 -0.351130 -0.1 0.1 0.1
```
Positions in Å, forces in eV/Å.

- Spin multiplicity: 1
- F_max: 5.288 eV/A
- E: -36558.5519 eV
- Lowest unoccupied orbital energy: -0.28595 hartree
- Net charge: +2
- HOMO-LUMO gap: 0.1927 hartree

Record 2
Density functional theory data (wB97M-V/def2-TZVPD) for an isolated molecule of C24H32N2O4S.

XYZ file:
```
63
Properties=species:S:1:pos:R:3:forces:R:3
C -1.797748 -3.705266 2.469648 0.0 0.0 0.0
O -2.220963 -3.251262 1.205614 0.1 -0.1 -0.2
C -3.274436 -2.317104 1.241184 -0.1 0.3 0.0
C -2.860582 -0.949509 1.788706 -0.2 -0.4 0.2
N -1.633133 -0.543277 1.147514 0.3 -0.1 -0.3
C -1.092414 0.671337 1.357848 0.0 -0.2 0.1
S -1.797517 1.682862 2.473652 -0.4 0.5 0.6
N 0.022473 1.030374 0.675057 0.0 -0.2 0.0
C 0.605489 2.342467 0.847047 0.2 0.4 0.3
C 1.952771 2.211753 1.544705 -0.3 0.0 -0.1
C 2.821020 1.259481 0.777538 0.0 0.0 -0.1
C 4.203057 1.326304 0.877303 0.1 -0.2 -0.1
C 5.034154 0.448933 0.197562 0.0 0.1 0.0
O 6.393134 0.591479 0.362849 -0.4 -0.3 0.2
C 7.137296 0.788743 -0.827132 0.2 0.1 -0.3
C 4.452389 -0.565906 -0.577365 0.0 -0.1 0.0
O 5.190943 -1.513243 -1.256265 -0.2 0.5 0.0
C 5.967509 -2.365285 -0.431826 0.1 -0.2 0.2
C 3.072568 -0.613313 -0.695067 0.2 0.1 0.0
C 2.247817 0.297143 -0.047303 0.1 0.0 0.1
C 0.749076 0.166392 -0.231053 -0.2 -0.2 -0.6
C 0.354547 0.431374 -1.711825 0.5 0.0 0.3
O -0.825551 -0.235731 -2.083680 -0.5 -0.1 0.0
C -2.060895 0.278090 -1.766342 -0.2 0.0 -0.1
C -2.310011 1.547275 -1.272132 0.3 0.0 -0.2
C -3.605598 1.927241 -0.937165 -0.1 -0.1 0.0
C -3.836938 3.271936 -0.322978 0.0 0.0 0.1
C -4.647378 1.036778 -1.132112 0.0 0.1 0.0
C -4.419489 -0.226736 -1.666923 0.1 0.0 0.0
C -5.565940 -1.165589 -1.895602 0.0 0.0 0.0
C -3.124061 -0.600171 -1.974663 0.2 0.1 0.0
H -1.307529 -2.913682 3.045518 0.0 0.0 0.0
H -1.084153 -4.505582 2.282756 0.0 0.0 0.1
H -2.641085 -4.097852 3.049477 0.0 0.0 0.0
H -3.588919 -2.208419 0.200287 -0.1 0.0 0.1
H -4.116828 -2.702946 1.832642 0.0 0.1 -0.1
H -2.703754 -0.981579 2.872542 -0.1 0.0 -0.1
H -3.657007 -0.221125 1.592036 0.1 -0.1 0.1
H -1.363202 -1.112977 0.360024 0.1 0.1 0.0
H -0.085602 2.947819 1.435590 0.1 -0.1 -0.2
H 0.748415 2.807078 -0.135088 0.0 0.0 0.0
H 2.433274 3.186809 1.630200 0.0 0.0 0.0
H 1.794124 1.826311 2.555885 -0.1 0.1 0.0
H 4.663179 2.081777 1.496072 0.1 0.1 0.1
H 6.945594 0.012513 -1.570702 0.0 0.0 0.1
H 8.184677 0.764883 -0.531423 0.0 0.0 -0.1
H 6.904122 1.765375 -1.264748 0.0 0.0 0.0
H 6.631909 -1.805202 0.230281 0.0 0.0 -0.1
H 5.318714 -3.005945 0.174941 0.0 0.0 0.0
H 6.556593 -2.981723 -1.108548 0.0 0.0 0.1
H 2.650159 -1.402266 -1.299481 0.0 -0.1 -0.1
H 0.495974 -0.878622 -0.018073 0.0 0.1 0.0
H 1.126207 0.014477 -2.363680 -0.1 0.1 0.1
H 0.292505 1.507272 -1.902683 0.0 0.0 0.0
H -1.515936 2.259461 -1.115011 0.1 0.0 0.1
H -3.293272 4.045549 -0.861801 0.0 0.1 0.0
H -4.894136 3.522829 -0.312354 -0.1 0.1 0.0
H -3.474030 3.263173 0.705862 0.0 0.0 0.0
H -5.653841 1.325651 -0.866041 -0.1 0.1 0.0
H -5.212306 -2.161475 -2.150283 0.0 -0.1 0.0
H -6.187174 -0.802890 -2.714153 -0.1 0.0 0.0
H -6.192149 -1.229353 -1.007160 -0.1 0.0 0.0
H -2.906092 -1.576879 -2.379657 0.0 -0.2 0.0
```
Positions in Å, forces in eV/Å.

- Spin multiplicity: 1
- F_max: 0.879 eV/A
- E: -47412.1637 eV
- SMILES string: COCCNC(=S)N1CCc2cc(OC)c(OC)cc2[C@@H]1COc1cc(C)cc(C)c1
- Energy above the lowest of the compared OMol25 structures with the same formula, charge and spin: 2.071 eV
- Lowest unoccupied orbital energy: 0.02566 hartree
- HOMO-LUMO gap: 0.3152 hartree

Record 3
Density functional theory data (wB97M-V/def2-TZVPD) for an isolated molecule of C24H32N2O6.

XYZ file:
```
64
Properties=species:S:1:pos:R:3:forces:R:3
C -3.253634 3.945577 0.643766 0.1 -0.1 0.1
C -2.064361 3.460910 1.476329 -0.1 0.1 0.0
C -0.887649 3.178700 0.589884 0.4 0.5 0.2
C 0.075478 4.127708 0.488018 -0.4 -0.3 0.1
C 1.225419 4.007094 -0.369790 0.4 0.6 0.1
O 2.110644 4.817584 -0.495373 -0.3 -0.3 0.0
O 1.300976 2.855441 -1.110755 0.1 -0.1 -0.1
C 0.371510 1.879365 -1.033646 -0.8 -0.6 0.1
C 0.630942 0.767533 -1.838698 0.2 -0.1 -0.2
C -0.272863 -0.286474 -1.819619 -0.1 0.7 0.4
C -1.398541 -0.228084 -0.990565 -0.2 -0.2 0.0
C -1.643993 0.863836 -0.186250 0.4 0.0 -0.3
O -2.719905 0.926067 0.647174 0.2 0.2 0.0
C -3.660702 -0.123778 0.637655 -0.3 -0.3 -0.1
C -3.125575 -1.461298 1.169897 0.0 0.5 0.2
O -3.622241 -2.518451 0.844458 -0.2 -0.2 -0.3
N -2.117052 -1.329106 2.047283 0.2 0.2 0.2
C -1.332411 -2.445226 2.513444 0.2 -0.2 -0.1
C 0.101051 -2.328716 1.978056 -0.3 0.0 0.2
N 0.667346 -1.053635 2.393675 -0.1 0.1 0.0
C 1.283296 -1.071773 3.713718 0.3 -0.1 0.0
C 2.681751 -1.704448 3.702429 -0.3 0.0 0.1
O 3.528110 -1.067599 2.769833 0.1 0.1 0.1
C 2.974393 -1.103700 1.472398 -0.3 0.2 -0.2
C 1.589745 -0.446296 1.447456 0.4 -0.1 0.0
C -0.756344 1.973137 -0.193794 0.2 -0.2 -0.2
O -0.125866 -1.419148 -2.531425 -0.1 -0.1 0.1
C 0.892259 -1.453541 -3.542056 0.6 -0.2 -0.5
C 0.351386 -0.785014 -4.809091 0.0 -0.1 0.4
C 1.155607 -2.936910 -3.799787 -0.2 0.4 0.2
C 2.161122 -0.761943 -3.029235 -0.3 0.1 0.0
C 1.883137 0.692527 -2.664191 0.1 -0.1 0.0
H -3.561551 3.182121 -0.064618 -0.1 0.0 -0.1
H -2.984563 4.843540 0.091938 0.0 0.1 -0.1
H -4.094325 4.175384 1.293358 -0.1 0.0 0.0
H -1.787279 4.244299 2.184183 0.1 -0.1 0.0
H -2.349046 2.573264 2.036598 0.1 0.1 0.1
H 0.019503 5.043262 1.055493 0.0 0.1 0.1
H -2.052365 -1.083870 -1.003769 -0.1 -0.1 0.0
H -4.080838 -0.286040 -0.361546 0.1 0.0 0.1
H -4.465466 0.212434 1.298916 0.1 -0.1 -0.1
H -1.691676 -0.423598 2.189576 -0.1 0.0 -0.1
H -1.806710 -3.357854 2.147575 0.0 0.1 0.1
H -1.333079 -2.453550 3.607404 0.0 -0.1 -0.1
H 0.062000 -2.350133 0.886501 0.0 0.0 0.0
H 0.679982 -3.198335 2.317781 0.0 0.0 -0.1
H 0.638408 -1.608720 4.410123 0.0 0.0 0.1
H 1.370224 -0.032306 4.044360 0.0 -0.1 0.1
H 3.162946 -1.591223 4.674922 -0.1 -0.1 0.0
H 2.610457 -2.778134 3.464761 0.0 0.1 0.0
H 3.671532 -0.562732 0.830796 0.0 -0.1 -0.1
H 2.899854 -2.147835 1.126389 0.0 0.1 0.0
H 1.164072 -0.496264 0.444988 0.0 0.0 0.0
H 1.695900 0.606700 1.728353 0.1 0.0 -0.1
H 0.007159 0.223344 -4.594650 0.0 0.1 0.0
H 1.124804 -0.742489 -5.570720 0.1 0.0 -0.1
H -0.490614 -1.356194 -5.192405 -0.1 0.0 0.0
H 0.226009 -3.433408 -4.063722 -0.1 -0.1 -0.1
H 1.866533 -3.054972 -4.611992 0.1 0.0 -0.1
H 1.555352 -3.409472 -2.906260 0.1 -0.1 0.1
H 2.505498 -1.296383 -2.139843 0.0 -0.1 0.0
H 2.940853 -0.825514 -3.787516 0.0 -0.1 0.0
H 1.777851 1.304908 -3.563353 0.1 0.0 0.0
H 2.715541 1.109431 -2.094823 0.0 0.0 -0.1
```
Positions in Å, forces in eV/Å.

- Spin multiplicity: 1
- F_max: 1.000 eV/A
- E: -40673.3594 eV
- SMILES string: CCc1cc(=O)oc2c3c(cc(OCC(=O)NCCN4CCOCC4)c12)OC(C)(C)CC3
- Energy above the lowest of the compared OMol25 structures with the same formula, charge and spin: 1.534 eV
- Lowest unoccupied orbital energy: 0.01037 hartree
- HOMO-LUMO gap: 0.3165 hartree

Look up the lowest unoccupied orbital energy of the first one.
-0.28595 hartree

Look up the lowest unoccupied orbital energy of the third one.
0.01037 hartree